<i>
The following is a quantum chemistry calculation of a 2-piece molecular cluster, C4H13N3O overall, from the Open Molecules 2025 dataset.

## Properties
HOMO energy: -8.1 eV
Molecular weight: 119.2 g mol⁻¹
2S+1: 1
Charge: 0
SMILES: C=C(O)N(C)N.CN
LUMO energy: 0.0305 Ha

Last columns: bonded neighbours and bond lengths (Å).
Element x y z (Å)
1 C -2.5778 -0.7180 -0.7820  C2 1.344, H7 1.070, H8 1.078
2 C -1.4324 -0.1208 -0.4107  C1 1.344, O3 1.378, N4 1.370
3 O -0.7064 0.6673 -1.2768  C2 1.378, H9 0.962
4 N -0.7248 -0.4236 0.7221  C2 1.370, C5 1.446, N6 1.552
5 C -1.4398 -0.9223 1.8757  N4 1.446, H10 1.089, H11 1.090, H12 1.098
6 N 0.4552 -1.3810 0.4063  N4 1.552, H13 1.020, H14 1.029
7 H -3.0993 -1.3862 -0.1288  C1 1.070
8 H -3.0670 -0.4564 -1.7061  C1 1.078
9 H -1.1977 0.7514 -2.0995  O3 0.962
10 H -0.7212 -0.9800 2.6916  C5 1.089
11 H -2.2533 -0.2379 2.1153  C5 1.090
12 H -1.8630 -1.9250 1.7325  C5 1.098
13 H 0.4728 -1.6364 -0.5809  N6 1.020
14 H 1.3541 -0.8940 0.5198  N6 1.029
15 C 2.5537 1.3904 -0.9940  N16 1.456, H17 1.092, H18 1.100, H19 1.090
16 N 2.1341 1.0432 0.3566  C15 1.456, H20 1.015, H21 1.007
17 H 3.4413 0.8106 -1.2548  C15 1.092
18 H 2.7915 2.4559 -1.1322  C15 1.100
19 H 1.7496 1.1291 -1.6815  C15 1.090
20 H 2.8450 1.3037 1.0326  N16 1.015
21 H 1.2853 1.5302 0.5947  N16 1.007

<ii>
The following is a quantum chemistry calculation of a 2-piece molecular cluster, C4H13N3O overall, from the Open Molecules 2025 dataset.

## Properties
HOMO energy: -7.2 eV
Molecular weight: 119.2 g mol⁻¹
2S+1: 1
Charge: 0
LUMO energy: -0.0081 Ha

Last columns: bonded neighbours and bond lengths (Å).
Element x y z (Å)
1 C 1.4020 1.7680 -0.6707  O2 1.396, C3 1.525, H5 1.093, H6 1.096
2 O 1.1804 0.4797 -1.1595  C1 1.396, H17 1.006
3 C 1.5336 1.7782 0.8491  C1 1.525, N4 1.469, H7 1.090, H8 1.096
4 N 1.7672 3.1466 1.3284  C3 1.469, H9 1.004, H10 1.008
5 H 2.3226 2.1466 -1.1229  C1 1.093
6 H 0.5855 2.4384 -0.9618  C1 1.096
7 H 0.5898 1.4224 1.2625  C3 1.090
8 H 2.3524 1.0935 1.0960  C3 1.096
9 H 2.1231 3.1301 2.2669  N4 1.004
10 H 2.4561 3.5977 0.7462  N4 1.008
11 C -2.1692 -2.1478 -0.2431  C12 1.386, N14 1.476, H15 1.075
12 C -1.2656 -1.2817 -0.8385  C11 1.386, N13 1.306, H16 1.098
13 N -1.4041 -0.0756 -1.3206  C12 1.306, H18 1.014
14 N -1.5901 -3.3508 0.3853  C11 1.476, H19 1.017, H20 1.027, H21 1.021
15 H -3.1878 -1.9711 0.0525  C11 1.075
16 H -0.2666 -1.7202 -0.9608  C12 1.098
17 H 0.1853 0.3309 -1.1774  O2 1.006
18 H -2.3410 0.2760 -1.1572  N13 1.014
19 H -2.1953 -4.1598 0.2676  N14 1.017
20 H -1.3824 -3.2833 1.3883  N14 1.027
21 H -0.6961 -3.6179 -0.0302  N14 1.021

Stability, highest: <i>